This record from OMol25 describes a 2-piece molecular cluster, C2H7NO3 overall. The level of theory is ωB97M-V/def2-TZVPD.

Results
SMILES: NCC(=O)O.O
Lowest unoccupied orbital energy: 0.33 eV
Relative energy (zero: lowest compared OMol25 entry of this formula, charge and spin): 0.705 eV
F_max: 0.029 hartree/bohr

Structure (ORCA input):
```
! RIJCOSX wB97M-V def2-TZVPD def2/J DEFGRID3
* xyz 0 1
N 1.037 -0.261 -1.932
C 1.657 -0.137 -0.620
C 0.838 -0.586 0.564
O 0.073 -1.506 0.582
O 1.193 0.116 1.660
H 0.520 -1.139 -1.946
H 0.382 0.504 -2.033
H 2.461 -0.884 -0.670
H 2.176 0.810 -0.475
H 0.833 -0.353 2.431
O -3.910 1.841 -0.142
H -3.426 2.310 0.547
H -3.246 1.253 -0.517
*
```



This record from OMol25 describes a 2-piece molecular cluster, C2H7NO3 overall. The level of theory is ωB97M-V/def2-TZVPD.

Results
SMILES: ON1CC1.OO
Lowest unoccupied orbital energy: 0.85 eV
Relative energy (zero: lowest compared OMol25 entry of this formula, charge and spin): 7.216 eV
F_max: 0.046 hartree/bohr

Structure (ORCA input):
```
! RIJCOSX wB97M-V def2-TZVPD def2/J DEFGRID3
* xyz 0 1
O -1.576 -0.488 0.889
N -0.751 0.441 0.248
C 0.119 -0.163 -0.987
C -1.022 0.747 -1.154
H -2.165 -0.958 0.280
H 1.122 0.184 -1.182
H -0.017 -1.235 -1.077
H -1.940 0.337 -1.563
H -0.821 1.779 -1.412
O 1.703 0.475 1.186
O 1.897 -0.874 1.627
H 0.669 0.577 1.131
H 2.781 -0.822 2.014
*
```



This record from OMol25 describes C2H7NO3 as an isolated structure. The level of theory is ωB97M-V/def2-TZVPD.

Results
Lowest unoccupied orbital energy: 0.25 eV
Relative energy (zero: lowest compared OMol25 entry of this formula, charge and spin): 1.665 eV
F_max: 0.069 hartree/bohr

Structure (ORCA input):
```
! RIJCOSX wB97M-V def2-TZVPD def2/J DEFGRID3
* xyz 0 1
H 0.469 0.842 -1.174
O 1.395 0.097 -1.650
N -0.734 1.135 -0.964
H 2.210 0.597 -1.660
H -1.110 1.098 -1.915
H -0.734 2.125 -0.441
C -1.197 -0.021 -0.194
H -2.198 0.142 0.176
H -1.336 -0.898 -0.808
C -0.157 -0.405 0.991
O -0.535 -0.392 2.117
O 0.973 -0.791 0.570
H 1.296 -0.602 -0.506
*
```



This record from OMol25 describes a 2-piece molecular cluster, C2H7NO3 overall. The level of theory is ωB97M-V/def2-TZVPD.

Results
SMILES: CNC(=O)O.O
Lowest unoccupied orbital energy: 0.38 eV
Relative energy (zero: lowest compared OMol25 entry of this formula, charge and spin): 1.271 eV
F_max: 0.069 hartree/bohr

Structure (ORCA input):
```
! RIJCOSX wB97M-V def2-TZVPD def2/J DEFGRID3
* xyz 0 1
C 0.260 -0.909 -1.797
N -0.846 -0.137 -1.088
C -0.526 0.731 -0.045
O -0.993 0.689 1.081
O 0.387 1.719 -0.484
H 1.150 -0.196 -1.618
H -0.012 -1.153 -2.829
H 0.374 -1.897 -1.266
H -1.824 -0.329 -1.182
H 0.854 2.134 0.373
O 0.431 -0.562 3.242
H -0.318 -0.015 2.920
H 1.064 -0.075 2.693
*
```